No. 1
Density functional theory data (wB97M-V/def2-TZVPD) for one molecule with the formula C4H9N.

Geometry (Å):
C: -1.85449 0.35195 -0.40699
C: -0.46860 0.44045 0.41479
C: -0.08976 -0.93176 0.84997
N: 0.63582 -0.25883 -0.19588
C: 2.03271 0.08200 -0.39888
H: -2.76924 0.24314 0.21381
H: -1.91296 1.29149 -0.93116
H: -1.99982 -0.42520 -1.20116
H: -0.29341 1.36567 0.98311
H: -0.98802 -1.38524 0.41172
H: 0.38973 -1.27425 1.77560
H: 2.62458 0.52582 0.42511
H: 2.56845 -0.81879 -0.73230
H: 2.06634 0.78799 -1.23926

E_HOMO, eV: -8.102
LUMO energy, eV: 1.1916
Orbital gap, eV: 9.29
Energy, eV: -5781.3779
SMILES: C[C@H]1CN1C

=====

No. 2
Density functional theory data (wB97M-V/def2-TZVPD) for a 2-piece molecular cluster, Cl2H5NSi2 overall.

Geometry (Å):
Si: -1.53397 -0.27379 -0.22096
N: 0.19338 -0.26618 -0.07272
Si: 1.35570 -0.83490 0.91034
Cl: 3.10653 0.03938 0.41694
H: -1.94904 1.05707 0.15421
H: -1.45741 -0.59067 -1.67767
H: -2.01270 -1.37338 0.62796
H: 1.39067 -2.06532 1.73743
Cl: 0.59548 2.76070 -0.68495
H: 0.31135 1.54708 -1.19057

E_HOMO, eV: -9.675
LUMO energy, eV: -0.5773
Orbital gap, eV: 9.10
Energy, eV: -42371.5902
SMILES: [SiH3]/N=[SiH]/Cl.Cl

=====

No. 3
Density functional theory data (wB97M-V/def2-TZVPD) for C42H28Br2FeN3O3P2S2 as an isolated structure.

Geometry (Å):
Fe: 0.87119 0.59466 0.23538
S: 3.21946 0.07126 0.05068
C: 3.48865 0.79625 -1.50522
C: 4.33832 0.17603 -2.42723
C: 4.52408 0.65864 -3.71979
C: 5.31385 -0.11370 -4.65256
N: 5.91487 -0.75759 -5.39497
C: 3.89110 1.84781 -4.09567
C: 3.08670 2.50852 -3.17275
C: 2.81793 1.99917 -1.89458
S: 1.65941 2.76644 -0.85032
C: 4.02852 2.38753 -5.43037
N: 4.13088 2.83359 -6.48703
H: 4.83834 -0.73819 -2.13290
H: 2.61571 3.43708 -3.46811
O: 0.56024 -1.63189 -0.41455
P: 0.98633 -2.31518 -1.67314
C: 0.87549 -1.20372 -3.11016
P: -0.51754 -0.06743 -2.94093
O: -0.52700 0.61302 -1.61562
C: -0.39149 1.09712 -4.29518
C: -0.14906 2.42660 -3.96788
C: 0.00298 3.36049 -4.98709
C: -0.07876 2.96727 -6.31393
C: -0.32309 1.63691 -6.63890
C: -0.48377 0.70208 -5.63032
C: -2.01303 -1.02945 -3.24478
C: -3.10113 -0.77537 -2.41234
C: -4.29262 -1.46600 -2.59672
C: -4.40300 -2.40208 -3.61558
C: -3.32421 -2.65267 -4.45196
C: -2.13137 -1.97072 -4.26374
C: -0.11206 -3.70440 -2.00587
C: -1.24875 -3.82985 -1.21149
C: -2.14701 -4.86243 -1.44925
C: -1.90860 -5.76826 -2.47410
C: -0.76400 -5.65735 -3.25479
C: 0.14091 -4.63320 -3.01151
C: 2.64426 -2.98951 -1.71731
C: 3.33222 -3.17892 -2.91554
C: 4.62092 -3.69204 -2.90575
C: 5.22129 -4.01097 -1.69441
C: 4.54157 -3.81488 -0.49939
C: 3.25483 -3.29738 -0.50563
H: 0.83443 -1.74697 -4.05694
H: 1.77835 -0.58132 -3.09876
H: -0.03603 2.70819 -2.92329
H: 0.21055 4.39464 -4.73927
H: 0.06299 3.69601 -7.10293
H: -0.37969 1.33242 -7.67619
H: -0.68023 -0.33437 -5.88498
H: -2.99079 -0.06160 -1.60386
H: -5.13301 -1.27550 -1.94132
H: -5.33122 -2.94363 -3.75562
H: -3.40393 -3.39332 -5.23752
H: -1.28854 -2.19622 -4.90608
H: -1.41706 -3.11151 -0.41756
H: -3.03736 -4.95319 -0.83823
H: -2.61123 -6.57248 -2.65986
H: -0.57021 -6.37518 -4.04322
H: 1.04415 -4.55931 -3.60834
H: 2.88656 -2.89544 -3.86264
H: 5.16418 -3.80412 -3.83520
H: 6.23600 -4.39139 -1.68265
H: 5.02619 -4.03116 0.44394
H: 2.73753 -3.08663 0.42166
Br: 1.22510 -0.14903 5.33531
C: 0.15828 1.10077 4.39691
C: -0.55825 2.06054 5.12889
C: -1.34376 2.98511 4.50392
Br: -2.27697 4.26917 5.55753
C: -1.45518 2.99472 3.09318
C: -2.23313 3.89492 2.33100
C: -2.26359 3.78863 0.96883
C: -1.51355 2.77734 0.34124
N: -0.78628 1.93166 1.02481
C: -0.73307 2.01997 2.37324
C: 0.12678 1.03204 3.00219
O: 0.76197 0.19339 2.28132
H: -0.47784 2.06658 6.20752
H: -2.79260 4.66958 2.83829
H: -2.84620 4.47554 0.36812
H: -1.49128 2.66419 -0.73691

E_HOMO (spin up / spin down), eV: -4.239 / -4.220
2S+1: 5
Total charge: -1
LUMO energy (spin up / spin down), eV: 1.9592 / 1.9589
⟨S²⟩: 6.01
Orbital gap (spin up / spin down), eV: 6.20 / 6.18
Energy, eV: -269349.4749